Computed, not measured: a 2-piece molecular cluster, CHClO3S overall, with ωB97M-V/def2-TZVPD.

As for the energy above the lowest of the compared OMol25 structures with the same formula, charge and spin: 84.86 kcal/mol. As for the HOMO energy (spin up / spin down): -9.37 / -9.31 eV. The value obtained for the orbital gap (spin up / spin down) is 7.4 / 7.2 eV.

CARTESIAN COORDINATES (ANGSTROEM)
C 1.484 0.740 -0.153
O 2.231 -0.063 -0.604
O -1.152 -0.443 1.633
O -2.092 0.471 -0.407
S -1.030 -0.283 0.223
Cl -0.713 -2.079 -0.952
H 1.271 1.656 0.261